{"formula": "C2H3NO2", "method": "ωB97M-V/def2-TZVPD", "species": ["C", "N", "O", "C", "O", "H", "H", "H"], "xyz": [[-0.41, 0.03, 0.92], [0.22, 0.77, -0.26], [-0.43, 0.34, -1.47], [0.73, -0.13, -1.18], [1.58, -0.88, -1.53], [-0.44, -0.97, 0.80], [0.12, 0.33, 1.94], [-1.37, 0.51, 0.78]], "mulliken_charge": [-0.6671, -0.2656, -0.2959, 0.8452, -0.4714, 0.3383, 0.2352, 0.2812], "molar_mass_g_mol": 73.05, "e_lumo_ev": 0.86, "smiles": "CN1OC1=O", "fmax_ev_per_a": 5.3, "charge": 0, "de_lowest_kj_mol": 337.4}



{"formula": "C3H4Si", "method": "ωB97M-V/def2-TZVPD", "species": ["C", "C", "C", "Si", "H", "H", "H", "H"], "xyz": [[1.18, -0.51, -0.02], [-0.21, -0.10, 0.02], [0.99, 0.72, -0.42], [-1.40, 0.35, 1.42], [1.84, -1.28, 0.35], [-0.78, -0.29, -0.90], [1.07, 1.56, -1.05], [-2.70, -0.44, 0.60]], "mulliken_charge": [-0.3539, -0.1118, -0.3780, -0.1155, 0.3278, 0.2629, 0.3834, -0.0150], "molar_mass_g_mol": 68.15, "e_lumo_ev": [0.98, -1.93], "spin_multiplicity": 3, "fmax_ev_per_a": 3.1, "s2": 2.00, "charge": 0, "de_lowest_kj_mol": 0.0}



{"formula": "C5H10O4", "method": "ωB97M-V/def2-TZVPD", "species": ["O", "C", "O", "C", "O", "C", "O", "H", "H", "H", "H", "H", "H", "C", "C", "H", "H", "H", "H"], "xyz": [[-0.84, -2.07, -0.35], [-1.54, -0.99, -0.92], [-2.93, -1.21, -0.88], [-1.16, 0.26, -0.16], [-1.63, 0.22, 1.13], [-0.84, 1.47, -0.81], [0.52, 0.63, -0.23], [-1.11, -2.87, -0.81], [-1.29, -0.86, -1.98], [-3.20, -1.19, 0.05], [-1.13, 0.84, 1.68], [-0.92, 2.41, -0.28], [-0.80, 1.51, -1.89], [2.31, -0.11, 0.96], [3.35, 0.71, 0.88], [1.67, -0.34, 0.02], [2.00, -0.61, 1.86], [3.93, 0.99, 1.76], [3.60, 1.21, -0.04]], "mulliken_charge": [-0.5251, -0.0460, -0.5333, 0.9874, -0.5511, -0.7949, -0.4351, 0.3177, 0.3203, 0.3400, 0.3616, 0.2636, 0.2681, -0.3977, -0.5247, 0.1857, 0.2866, 0.2388, 0.2382], "molar_mass_g_mol": 134.13, "e_lumo_ev": 0.56, "smiles": "OC(O)[C@]1(O)CO1.C=C", "fmax_ev_per_a": 7.3, "charge": 0, "de_lowest_kj_mol": 505.0}



{"formula": "C35H63F6N6O6P2", "method": "ωB97M-V/def2-TZVPD", "species": ["C", "C", "C", "C", "C", "C", "C", "C", "C", "C", "C", "C", "C", "C", "P", "N", "O", "O", "C", "O", "C", "C", "F", "F", "C", "F", "F", "C", "N", "C", "O", "F", "C", "O", "F", "N", "C", "C", "C", "C", "C", "C", "C", "C", "H", "H", "H", "H", "H", "H", "H", "H", "H", "H", "H", "H", "H", "H", "H", "H", "H", "H", "H", "H", "H", "H", "H", "H", "H", "H", "H", "H", "H", "H", "H", "H", "H", "H", "H", "H", "H", "H", "H", "H", "H", "H", "H", "H", "H", "O", "P", "N", "C", "C", "N", "C", "C", "N", "C", "C", "H", "H", "H", "H", "H", "H", "H", "H", "H", "H", "H", "H", "H", "H", "H", "H", "H", "H"], "xyz": [[6.11, 0.32, 0.27], [6.01, 1.36, 1.41], [6.18, 2.78, 0.87], [4.99, 3.23, 0.03], [5.07, 4.70, -0.41], [5.85, 4.93, -1.71], [5.33, 4.15, -2.92], [3.84, 4.29, -3.20], [3.37, 3.16, -4.11], [1.96, 3.33, -4.69], [0.89, 3.71, -3.65], [0.03, 2.50, -3.19], [-0.10, 2.54, -1.66], [-0.91, 1.39, -1.00], [0.31, 0.78, 0.27], [0.65, 2.01, 1.15], [1.60, 0.32, -0.57], [-0.17, -0.53, 1.02], [-1.21, 0.23, -1.96], [-1.93, -0.75, -1.22], [-3.18, -0.24, -0.84], [-4.11, -1.42, -0.54], [-5.29, -0.98, -0.04], [-4.41, -1.92, -1.77], [-3.54, -2.63, 0.27], [-2.45, -2.30, 0.99], [-3.18, -3.60, -0.59], [-3.08, 0.89, 0.21], [-2.77, 0.49, 1.59], [-2.08, 1.41, 2.45], [-1.38, 1.07, 3.32], [-2.38, 2.70, 2.25], [-3.99, 0.18, 2.31], [-4.85, 0.96, 2.53], [-4.04, -1.06, 2.76], [-2.21, 1.92, -0.42], [-3.02, 2.73, -1.45], [-3.18, 4.16, -1.01], [-4.09, 4.44, 0.01], [-4.28, 5.75, 0.41], [-3.58, 6.81, -0.17], [-3.76, 8.23, 0.27], [-2.66, 6.51, -1.18], [-2.48, 5.20, -1.60], [7.02, 0.51, -0.28], [6.20, -0.69, 0.67], [5.25, 0.40, -0.39], [5.06, 1.24, 1.92], [6.84, 1.13, 2.08], [7.11, 2.83, 0.29], [6.26, 3.45, 1.72], [4.11, 3.14, 0.68], [4.80, 2.57, -0.82], [5.57, 5.25, 0.39], [4.06, 5.11, -0.52], [5.93, 6.00, -1.90], [6.87, 4.59, -1.53], [5.62, 3.10, -2.83], [5.88, 4.52, -3.79], [3.59, 5.28, -3.60], [3.32, 4.20, -2.24], [3.49, 2.20, -3.61], [4.05, 3.13, -4.96], [1.98, 4.09, -5.46], [1.67, 2.40, -5.18], [0.21, 4.44, -4.08], [1.32, 4.16, -2.76], [0.59, 1.61, -3.49], [-0.92, 2.47, -3.72], [-0.49, 3.51, -1.35], [0.92, 2.55, -1.28], [0.51, 1.84, 2.13], [1.53, 0.45, -1.52], [0.59, -0.90, 1.51], [-0.29, -0.24, -2.28], [-1.79, 0.54, -2.84], [-3.61, 0.21, -1.75], [-4.31, -3.04, 0.92], [-4.10, 1.27, 0.26], [-1.90, 2.66, 0.23], [-4.02, 2.32, -1.52], [-2.60, 2.63, -2.44], [-4.67, 3.65, 0.48], [-5.01, 5.98, 1.17], [-3.92, 8.84, -0.62], [-4.62, 8.36, 0.92], [-2.87, 8.62, 0.76], [-2.10, 7.31, -1.64], [-1.77, 5.01, -2.40], [0.79, -9.00, 1.76], [-0.49, -8.34, 2.14], [-0.48, -6.94, 1.15], [-1.10, -5.68, 1.47], [-0.39, -7.17, -0.29], [-0.19, -7.99, 3.81], [0.32, -6.68, 4.20], [0.55, -9.05, 4.48], [-2.16, -8.46, 2.39], [-2.97, -8.90, 1.25], [-2.91, -8.17, 3.60], [-2.21, -5.72, 1.49], [-0.84, -4.94, 0.71], [-0.75, -5.27, 2.41], [-1.37, -7.32, -0.75], [0.22, -8.05, -0.49], [0.10, -6.33, -0.78], [1.19, -6.36, 3.61], [0.62, -6.71, 5.25], [-0.45, -5.92, 4.15], [1.62, -9.02, 4.27], [0.18, -10.03, 4.18], [0.40, -8.97, 5.56], [-3.51, -8.06, 0.80], [-3.70, -9.66, 1.55], [-2.35, -9.35, 0.48], [-2.99, -7.09, 3.76], [-2.47, -8.63, 4.48], [-3.92, -8.57, 3.51]], "mulliken_charge": [-1.0464, -0.4922, -0.6939, 0.2075, -1.0557, -1.0014, -1.0414, 0.2548, -0.7906, -1.2790, -1.0994, -0.0207, -2.5864, 1.3224, 0.0419, -0.6893, -0.5506, -0.0800, -1.2225, -0.2314, -0.1695, 0.5810, -0.3324, -0.3346, 0.0320, -0.1697, -0.3241, -2.0535, 0.7886, 0.4086, -0.4379, -0.2027, 0.4715, -0.3892, -0.2244, 0.9205, -0.7351, -0.4445, -0.3554, -1.0918, 0.9551, -1.4534, -0.9791, -0.0592, 0.3066, 0.3744, 0.1572, 0.2808, 0.3372, 0.2615, 0.3125, 0.2350, -0.0263, 0.4806, 0.3989, 0.4234, 0.3475, 0.4504, 0.4905, 0.4068, -0.1082, 0.1699, 0.4615, 0.4798, 0.4028, 0.5247, 0.6533, 0.4553, 0.2169, 0.2692, 1.2475, 0.2787, 0.3160, 0.4027, 0.4731, 0.4485, 0.5267, 0.3815, 0.5867, 0.9148, 0.6571, 0.8806, 0.3962, 0.3593, 0.3817, 0.3639, 0.3162, 0.4320, 0.5340, -0.8444, 0.6009, 0.1672, -0.6799, -1.0531, 0.2605, -1.0840, -1.1537, 0.1853, -1.1101, -0.8651, 0.1724, 0.3718, -0.0255, 0.3496, 0.3464, 0.3231, 0.3404, 0.3951, 0.2701, 0.3378, 0.3628, 0.3699, 0.2872, 0.4078, 0.3537, 0.2440, 0.2632, 0.4005], "molar_mass_g_mol": 839.86, "e_lumo_ev": -2.99, "fmax_ev_per_a": 4.9, "charge": 1}



{"formula": "C48H50BF4N5O2P2S5Sn", "method": "ωB97M-V/def2-TZVPD", "species": ["Sn", "C", "N", "P", "C", "C", "C", "C", "C", "C", "C", "C", "C", "C", "C", "C", "P", "C", "C", "C", "C", "C", "C", "C", "C", "C", "C", "C", "C", "H", "H", "H", "H", "H", "H", "H", "H", "H", "H", "H", "H", "H", "H", "H", "H", "H", "H", "H", "H", "H", "H", "H", "F", "B", "F", "F", "F", "S", "C", "S", "C", "N", "N", "C", "C", "C", "C", "C", "C", "S", "H", "H", "H", "H", "H", "C", "C", "C", "N", "C", "S", "N", "C", "O", "C", "C", "C", "C", "C", "C", "H", "H", "H", "H", "H", "H", "H", "H", "H", "H", "H", "H", "H", "H", "O", "S", "C", "C", "C", "C", "H", "H", "H", "H", "H", "H", "H", "H"], "xyz": [[1.22, -0.98, 0.01], [-3.02, 2.67, 0.51], [-2.14, 1.76, 1.28], [-0.95, 2.44, 2.21], [-0.46, 1.30, 3.47], [0.77, 1.50, 4.11], [1.14, 0.67, 5.16], [0.29, -0.35, 5.57], [-0.94, -0.53, 4.95], [-1.32, 0.30, 3.91], [-1.56, 3.94, 2.94], [-2.36, 3.80, 4.08], [-2.89, 4.92, 4.68], [-2.63, 6.18, 4.16], [-1.83, 6.32, 3.03], [-1.30, 5.20, 2.41], [-1.92, 0.11, 0.71], [-3.42, -0.69, 1.37], [-3.51, -2.08, 1.27], [-4.63, -2.74, 1.76], [-5.66, -2.03, 2.35], [-5.57, -0.65, 2.46], [-4.45, 0.02, 1.97], [-2.26, 0.27, -1.07], [-3.39, -0.25, -1.68], [-3.55, -0.15, -3.06], [-2.58, 0.47, -3.84], [-1.44, 0.99, -3.24], [-1.28, 0.88, -1.86], [-3.30, 3.53, 1.13], [-3.93, 2.13, 0.25], [-2.55, 3.02, -0.40], [1.43, 2.29, 3.82], [2.09, 0.81, 5.64], [0.59, -1.01, 6.37], [-1.61, -1.31, 5.28], [-2.29, 0.16, 3.45], [-2.54, 2.82, 4.50], [-3.51, 4.82, 5.56], [-3.04, 7.06, 4.64], [-1.62, 7.31, 2.64], [-0.68, 5.32, 1.53], [-2.71, -2.65, 0.82], [-4.69, -3.82, 1.68], [-6.53, -2.54, 2.73], [-6.36, -0.09, 2.93], [-4.39, 1.10, 2.09], [-4.17, -0.72, -1.09], [-4.45, -0.54, -3.52], [-2.73, 0.57, -4.90], [-0.69, 1.49, -3.83], [-0.40, 1.32, -1.40], [2.67, -2.36, 3.55], [2.24, -1.75, 2.44], [0.81, -1.70, 2.32], [2.62, -2.45, 1.21], [2.71, -0.44, 2.26], [5.71, 4.61, 2.56], [4.13, 4.40, 2.26], [3.48, 2.89, 1.64], [1.92, 3.63, 1.53], [1.87, 4.86, 1.90], [3.07, 5.28, 2.35], [3.12, 6.65, 2.80], [3.87, 7.00, 3.91], [3.88, 8.32, 4.32], [3.13, 9.28, 3.65], [2.38, 8.91, 2.55], [2.36, 7.59, 2.12], [0.53, 2.85, 0.77], [4.45, 6.26, 4.44], [4.46, 8.60, 5.19], [3.15, 10.31, 3.98], [1.80, 9.65, 2.01], [1.79, 7.31, 1.25], [-2.26, -4.47, -5.18], [-1.34, -3.28, -5.38], [-0.09, -3.33, -4.52], [-0.45, -3.22, -3.09], [0.20, -3.60, -2.02], [-0.33, -3.04, -0.46], [1.24, -4.45, -2.06], [1.60, -5.49, -3.01], [2.75, -5.56, -3.35], [0.53, -6.43, -3.41], [0.73, -7.18, -4.57], [-0.22, -8.10, -4.96], [-1.35, -8.30, -4.18], [-1.54, -7.57, -3.01], [-0.60, -6.63, -2.63], [-3.14, -4.39, -5.82], [-2.60, -4.54, -4.15], [-1.75, -5.40, -5.43], [-1.87, -2.34, -5.19], [-1.01, -3.23, -6.42], [0.59, -2.51, -4.75], [0.43, -4.27, -4.69], [-1.23, -2.60, -2.90], [1.77, -4.50, -1.19], [1.63, -7.03, -5.15], [-0.07, -8.68, -5.86], [-2.09, -9.03, -4.48], [-2.42, -7.74, -2.40], [-0.74, -6.08, -1.70], [2.31, -1.32, -1.95], [3.20, -1.92, -3.05], [4.26, -0.55, -3.61], [5.55, -0.62, -2.80], [5.85, -2.11, -2.65], [4.55, -2.75, -2.17], [3.67, 0.36, -3.47], [4.43, -0.71, -4.67], [5.41, -0.16, -1.82], [6.35, -0.09, -3.31], [6.65, -2.31, -1.94], [6.15, -2.54, -3.61], [4.35, -2.54, -1.12], [4.47, -3.82, -2.36]], "mulliken_charge": [1.8397, -1.4108, 0.8893, 1.3594, 0.8540, -1.1482, -0.7250, -0.7361, -0.8708, -0.2217, 0.1398, -0.6481, -0.7756, -0.4987, -0.7860, 0.0054, 0.3584, 0.5510, -0.5525, -0.6194, -0.7191, -0.7934, -0.3950, 1.2584, -0.6353, -0.7714, -0.6890, -0.8996, -0.0320, 0.4755, 0.5544, 0.1533, 0.4164, 0.4832, 0.4211, 0.5035, 0.6300, 0.4000, 0.4609, 0.4275, 0.4666, 0.4643, 0.1752, 0.4663, 0.3962, 0.4564, 0.3153, 0.3764, 0.4705, 0.4568, 0.5130, 0.1066, -0.2620, 0.2186, -0.3081, -0.2465, -0.2143, -0.2325, -0.0491, 0.1280, -0.1864, -0.1878, 0.3493, 0.5393, -0.4643, -0.6812, -0.4839, -0.7055, -0.2315, -0.2241, 0.4188, 0.3864, 0.4093, 0.3961, 0.4466, -0.9767, -0.7627, -0.2014, 0.6385, -0.5631, -0.3836, 0.5232, -0.0397, -0.5189, 0.4874, -0.5240, -0.6724, -0.3744, -0.7835, -0.0706, 0.4610, 0.2400, 0.1704, 0.1596, 0.4807, 0.0935, 0.3844, -0.0003, 0.2742, 0.4652, 0.4240, 0.4269, 0.4426, 0.4680, -0.5779, 0.4429, -0.7784, -0.5015, -0.8101, -0.4240, 0.3821, 0.3781, 0.2491, 0.3836, 0.3835, 0.3415, 0.1437, 0.3863], "molar_mass_g_mol": 1156.76, "e_lumo_ev": -4.78, "fmax_ev_per_a": 0.4, "charge": 2}



{"formula": "C5H7N", "method": "ωB97M-V/def2-TZVPD", "species": ["H", "N", "C", "C", "C", "C", "C", "H", "H", "H", "H", "H", "H"], "xyz": [[-1.14, 1.66, 1.41], [-0.64, 1.34, 0.58], [-0.41, 0.09, 0.65], [-0.71, -0.83, 1.80], [0.41, -0.51, -0.41], [0.74, 0.29, -1.39], [0.97, 0.82, -2.54], [0.23, -1.28, 2.15], [-1.17, -0.27, 2.62], [-1.36, -1.63, 1.46], [0.85, -1.50, -0.33], [0.74, 0.08, -3.28], [1.50, 1.75, -2.72]], "mulliken_charge": [0.2290, -0.6846, 0.9621, -1.1849, -0.6799, 0.2768, -0.6877, 0.3003, 0.3652, 0.2877, 0.2879, 0.2519, 0.2763], "molar_mass_g_mol": 81.12, "e_lumo_ev": 0.63, "smiles": "[H]/N=C(\\C)C=C=C", "fmax_ev_per_a": 1.5, "charge": 0, "de_lowest_kj_mol": 263.3}



{"formula": "CH5N5O", "method": "ωB97M-V/def2-TZVPD", "species": ["C", "N", "N", "N", "N", "N", "O", "H", "H", "H", "H", "H"], "xyz": [[-0.66, -0.02, -1.07], [1.87, 0.59, 2.76], [1.63, 0.49, 1.61], [-1.18, -1.23, -1.18], [-0.55, 0.66, 0.01], [1.45, 0.30, 0.50], [-0.05, 0.44, -2.17], [1.02, 0.86, 3.24], [-1.85, -1.49, -0.45], [-1.12, -1.89, -2.00], [-1.24, 0.33, 0.66], [0.68, 0.95, -1.91]], "mulliken_charge": [0.7552, -0.8083, 0.8942, -0.3948, -0.6907, -0.4106, -0.5096, 0.2431, 0.2002, 0.2184, 0.1565, 0.3463], "molar_mass_g_mol": 103.08, "e_lumo_ev": 0.73, "fmax_ev_per_a": 7.4, "charge": 0, "de_lowest_kj_mol": 99.0}



{"formula": "C2H2NOS2", "method": "ωB97M-V/def2-TZVPD", "species": ["C", "C", "N", "O", "S", "S", "H", "H"], "xyz": [[-0.41, 0.13, -1.04], [-0.93, -0.85, -0.28], [0.69, 0.13, -1.73], [0.67, 1.00, -2.69], [-2.20, -1.45, 0.49], [-4.33, -1.72, 0.57], [-1.05, 1.04, -1.20], [-0.14, -1.33, 0.23]], "mulliken_charge": [0.0633, -0.3606, -0.1917, -0.3028, -0.1817, -0.5517, 0.3271, 0.1980], "molar_mass_g_mol": 120.18, "e_lumo_ev": [3.59, 2.35], "spin_multiplicity": 3, "fmax_ev_per_a": 5.2, "s2": 2.05, "charge": -1, "de_lowest_kj_mol": 361.0}